[1]
C4H4BrNO | the ωB97M-V functional and the def2-TZVPD basis

Element x y z (Å)
C1 1.7075 -0.1098 -0.9937
C2 0.3668 -0.6318 -1.0461
C3 2.0837 -1.6327 -2.5727
C4 -0.6353 -0.0735 -0.0176
N1 0.1053 -1.6299 -1.8152
O1 2.4476 -0.5724 -1.9250
Br1 2.4087 -1.8060 -4.3798
H1 2.0826 0.8098 -0.3456
H2 -0.8713 0.9234 -0.3698
H3 -1.5756 -0.6087 -0.1461
H4 -0.4386 -0.0413 1.0067

Cartesian forces (eV/Å) of the 2 atoms listed first:
C -1.65 3.17 2.13
C 0.47 -0.38 2.02

E_HOMO (spin up / spin down)   -8.2 / -8.3 eV
Kohn-Sham gap (spin up / spin down)   7.5 / 7.5 eV
F_max   4.55 eV/A
E_LUMO (spin up / spin down)   -0.709 / -0.787 eV
DFT total energy   -77787.218 eV
Charge   0
Molecular weight   161.99 g mol⁻¹

Atomic partial charges in e from the Löwdin method, atoms 1 to 2: C -0.117; C -0.458



[2]
C4H4BrNO | the ωB97M-V functional and the def2-TZVPD basis

Element x y z (Å)
O1 1.9462 -2.8821 1.2026
N1 2.4894 -1.9349 0.7954
C1 2.5500 -0.8705 0.2741
Br1 3.6573 0.4612 -0.3487
C2 0.0394 -0.2408 1.0740
C3 0.2467 0.1885 -0.1349
C4 -0.0639 0.5568 -1.3746
H1 0.7461 0.0209 1.7986
H2 -0.8244 -0.8017 1.2527
H3 -0.8149 1.2928 -1.2859
H4 0.5436 0.4208 -2.2815

Cartesian forces (eV/Å) of the 2 atoms listed first:
O -0.92 -2.73 1.50
N 0.30 3.41 -2.05

E_HOMO   -9.0 eV
Kohn-Sham gap   8.7 eV
F_max   3.99 eV/A
E_LUMO   -0.281 eV
DFT total energy   -77786.367 eV
Charge   0
Molecular weight   161.99 g mol⁻¹

Atomic partial charges in e from the Löwdin method, atoms 1 to 2: O 0.050; N -0.226



[3]
C4H4BrNO | the ωB97M-V functional and the def2-TZVPD basis

Element x y z (Å)
Br1 -1.2582 0.2983 2.8351
C1 0.3793 -0.6040 1.4823
C2 0.1614 -0.2585 0.0949
C3 -0.5416 -0.6917 -0.9963
N1 -0.4971 0.2045 -1.9798
C4 0.1548 1.1992 -1.4694
O1 0.5827 1.0127 -0.2813
H1 1.3317 -0.0578 1.8292
H2 0.3518 -1.6643 1.5976
H3 -1.0082 -1.5982 -1.0470
H4 0.3435 2.1599 -2.0653

Cartesian forces (eV/Å) of the 2 atoms listed first:
Br 1.75 -1.05 -1.44
C 0.60 2.13 0.31

E_HOMO   -9.4 eV
Kohn-Sham gap   8.6 eV
F_max   4.07 eV/A
E_LUMO   -0.845 eV
DFT total energy   -77791.424 eV
Charge   0
Molecular weight   161.99 g mol⁻¹

Atomic partial charges in e from the Löwdin method, atoms 1 to 2: Br 0.285; C -0.251



[4]
C4H4Cl2F2O | the ωB97M-V functional and the def2-TZVPD basis

Element x y z (Å)
C1 -1.0053 -0.0495 -0.4401
C2 -2.0636 1.0730 -0.0622
C3 -2.9291 -1.3073 -0.0353
C4 0.3170 0.1061 0.2018
O1 -1.6381 -1.2177 0.0987
F1 -3.4232 -1.6553 -1.2436
F2 -3.5560 -1.8096 0.9946
Cl1 -2.1744 1.6313 1.6080
Cl2 -1.8146 2.4650 -1.0402
H1 -1.0420 -0.0194 -1.4578
H2 0.1754 -0.1356 1.3234
H3 0.7962 1.0357 -0.0849
H4 1.2519 -0.6039 -0.1551

Cartesian forces (eV/Å) of the 2 atoms listed first:
C -2.10 0.75 3.16
C 0.73 -0.45 0.49

E_HOMO (spin up / spin down)   -8.4 / -8.9 eV
Kohn-Sham gap (spin up / spin down)   7.6 / 9.2 eV
F_max   4.07 eV/A
E_LUMO (spin up / spin down)   -0.868 / 0.293 eV
DFT total energy   -36736.103 eV
Charge   0
Molecular weight   176.98 g mol⁻¹

Atomic partial charges in e from the Löwdin method, atoms 1 to 2: C -0.448; C -1.014



[5]
C4H4Cl2NO3 | the ωB97M-V functional and the def2-TZVPD basis

Element x y z (Å)
C1 0.2371 2.2345 -2.4049
C2 0.4046 -2.2209 2.3787
C3 0.3212 1.8436 -1.1902
C4 0.0437 -1.7282 1.1705
N1 -1.1865 0.0651 -0.0547
O1 -2.1281 0.7756 0.0630
O2 -0.2670 0.1889 -0.9099
O3 -1.0614 -0.9987 0.9075
Cl1 0.8619 2.1414 0.3124
Cl2 1.1287 -2.1125 -0.1613
H1 0.6222 3.1986 -2.6356
H2 -0.3103 1.5658 -3.2331
H3 1.4335 -2.7861 2.5200
H4 -0.0996 -2.1672 3.2376

Cartesian forces (eV/Å) of the 2 atoms listed first:
C -1.92 -2.15 -2.56
C 3.15 -0.52 -3.62

E_HOMO   -13.6 eV
Kohn-Sham gap   7.1 eV
F_max   4.82 eV/A
E_LUMO   -6.463 eV
DFT total energy   -36873.791 eV
Charge   +1
Molecular weight   184.99 g mol⁻¹

Atomic partial charges in e from the Löwdin method, atoms 1 to 2: C 0.086; C 0.070



[6]
C4H4Cl2O | the ωB97M-V functional and the def2-TZVPD basis

Element x y z (Å)
O1 0.6697 1.9335 -0.1268
C1 1.4699 1.0280 -0.0043
C2 1.0280 -0.4012 -0.0237
Cl1 2.3418 -1.5628 -0.0856
C3 -0.2476 -0.8225 0.0411
C4 -1.4646 0.0812 0.0276
Cl2 -3.0224 -0.8494 -0.1000
H1 2.5694 1.1603 -0.0149
H2 -0.4585 -1.8920 0.1030
H3 -1.4932 0.5686 0.9957
H4 -1.3925 0.7562 -0.8122

Cartesian forces (eV/Å) of the 2 atoms listed first:
O 0.76 -0.45 0.46
C -0.78 -0.12 -1.09

E_HOMO   -10.1 eV
Kohn-Sham gap   9.6 eV
F_max   1.35 eV/A
E_LUMO   -0.493 eV
DFT total energy   -31304.228 eV
Charge   0
Molecular weight   138.98 g mol⁻¹

Atomic partial charges in e from the Löwdin method, atoms 1 to 2: O 0.053; C -0.262



[7]
C4H4Cl2O2 | the ωB97M-V functional and the def2-TZVPD basis

Element x y z (Å)
Cl1 2.6569 -0.6117 1.8704
C1 1.6113 0.3339 0.8907
C2 0.3756 -0.0412 0.5817
C3 -0.6953 0.5947 -0.2655
Cl2 -2.1588 0.7677 0.5950
H1 2.1710 1.1317 0.2989
H2 0.0367 -0.6752 1.3987
H3 -0.8434 0.0662 -1.2251
H4 -0.3437 1.6671 -0.5084
O1 0.5406 2.5822 2.8190
C4 -0.0247 1.5831 2.9388
O2 -0.5885 0.6089 3.0915

Cartesian forces (eV/Å) of the 2 atoms listed first:
Cl -0.06 0.07 0.45
C 1.04 1.43 -3.12

E_HOMO   -9.8 eV
Kohn-Sham gap   10.5 eV
F_max   3.76 eV/A
E_LUMO   0.698 eV
DFT total energy   -33352.192 eV
Charge   0
Molecular weight   154.98 g mol⁻¹

Atomic partial charges in e from the Löwdin method, atoms 1 to 2: Cl 0.643; C -0.623



[8]
C4H4Cl2O2 | the ωB97M-V functional and the def2-TZVPD basis

Element x y z (Å)
O1 -2.1426 -0.2513 1.2328
C1 -1.7259 -0.7800 0.0922
O2 -2.2671 0.0846 -1.1463
Cl1 -2.4227 -2.4731 -0.1023
C2 -0.2708 -0.7606 -0.1181
C3 0.9103 -0.6502 -0.2496
C4 2.2764 -0.2901 -0.5428
Cl2 3.3638 -1.5597 0.0812
H1 -1.5099 -0.6470 1.9690
H2 -3.2271 -0.2841 -1.2651
H3 2.3535 0.7485 -0.0949
H4 2.2223 -0.1785 -1.6850

Cartesian forces (eV/Å) of the 2 atoms listed first:
O 1.54 -0.60 3.07
C -0.36 1.08 -4.36

E_HOMO   -10.5 eV
Kohn-Sham gap   11.0 eV
F_max   4.51 eV/A
E_LUMO   0.426 eV
DFT total energy   -33349.553 eV
Charge   0
Molecular weight   154.98 g mol⁻¹

Atomic partial charges in e from the Löwdin method, atoms 1 to 2: O -0.012; C -0.880



[9]
C4H4ClF | the ωB97M-V functional and the def2-TZVPD basis

Element x y z (Å)
F1 -1.2573 0.1076 -2.8419
C1 -1.4845 -0.0226 -1.3254
C2 -0.2738 -0.1071 -0.5464
C3 0.7143 -0.0454 0.1199
C4 1.6312 -0.0455 1.3777
Cl1 0.1815 0.1053 2.7746
H1 -1.9097 1.0804 -0.9345
H2 -2.1422 -0.8706 -1.3813
H3 2.4112 -0.9036 1.4682
H4 2.1292 0.7016 1.2889

Cartesian forces (eV/Å) of the 2 atoms listed first:
F 0.09 0.12 2.92
C -0.27 3.74 -1.96

E_HOMO   -10.4 eV
Kohn-Sham gap   10.1 eV
F_max   12.14 eV/A
E_LUMO   -0.363 eV
DFT total energy   -19447.971 eV
Charge   0
Molecular weight   106.53 g mol⁻¹

Atomic partial charges in e from the Löwdin method, atoms 1 to 2: F -0.162; C -0.108



[10]
C4H4ClF3 | the ωB97M-V functional and the def2-TZVPD basis

Element x y z (Å)
C1 -0.5547 0.3474 -0.8145
C2 0.6948 -0.3385 -1.1681
C3 1.1168 -1.4478 -0.6484
C4 -0.3515 0.8342 2.2862
F1 2.1192 -2.1285 -1.1607
F2 -1.6815 0.8279 2.3633
F3 -0.1177 1.8844 3.0670
Cl1 -0.3475 1.7508 0.2300
H1 -1.2122 -0.3258 -0.2766
H2 -1.1567 0.5712 -1.7386
H3 1.0176 -0.0186 -2.1156
H4 0.4732 -1.9569 -0.0238

Cartesian forces (eV/Å) of the 2 atoms listed first:
C -1.59 -1.23 -0.30
C -0.61 1.22 -1.16

E_HOMO   -9.7 eV
Kohn-Sham gap   10.5 eV
F_max   2.53 eV/A
E_LUMO   0.796 eV
DFT total energy   -24883.584 eV
Charge   0
Molecular weight   144.52 g mol⁻¹

Atomic partial charges in e from the Löwdin method, atoms 1 to 2: C -0.541; C -0.157



[11]
C4H4ClFN2 | the ωB97M-V functional and the def2-TZVPD basis

Element x y z (Å)
C1 -0.5038 -0.6205 -1.0604
C2 -0.6411 0.6293 -0.6062
C3 0.1320 -1.6811 -0.2861
C4 0.0063 1.1791 0.5998
N1 1.0315 -1.5945 0.5289
N2 1.3753 0.8178 0.6139
F1 1.7688 0.9458 1.9386
Cl1 -0.5868 -3.2091 -0.6729
H1 -1.0264 -1.0487 -1.9729
H2 -1.1025 1.4312 -1.1422
H3 0.1030 2.2320 0.6102
H4 -0.5562 0.9187 1.4493

Cartesian forces (eV/Å) of the 2 atoms listed first:
C -1.49 0.47 -1.04
C 0.51 -0.04 -1.05

E_HOMO (spin up / spin down)   -10.2 / -9.9 eV
Kohn-Sham gap (spin up / spin down)   9.9 / 8.8 eV
F_max   2.21 eV/A
E_LUMO (spin up / spin down)   -0.284 / -1.145 eV
DFT total energy   -22426.941 eV
Charge   0
Molecular weight   134.54 g mol⁻¹

Atomic partial charges in e from the Löwdin method, atoms 1 to 2: C -0.137; C -0.069



[12]
C4H4ClIN2 | the ωB97M-V functional and the def2-TZVPD basis

Element x y z (Å)
C1 1.4010 -2.3878 -0.2422
C2 0.5719 -0.1969 0.4649
C3 -0.6532 0.3844 0.4190
C4 -0.9762 1.7065 0.0445
N1 -2.0984 2.1961 -0.2275
N2 0.6375 -1.5149 0.2160
Cl1 0.5517 2.7326 0.0657
I1 -2.3363 -0.8077 0.0308
H1 1.3996 -3.5136 -0.0792
H2 2.0992 -2.1395 -1.0731
H3 1.5681 0.2945 0.8386
H4 -2.1650 3.2462 -0.4575

Cartesian forces (eV/Å) of the 2 atoms listed first:
C 0.82 -0.54 -2.05
C 1.58 0.11 0.10

E_HOMO   -8.4 eV
Kohn-Sham gap   7.7 eV
F_max   2.89 eV/A
E_LUMO   -0.613 eV
DFT total energy   -27813.271 eV
Charge   0
Molecular weight   242.45 g mol⁻¹

Atomic partial charges in e from the Löwdin method, atoms 1 to 2: C -0.009; C -0.244



[13]
C4H4ClN | the ωB97M-V functional and the def2-TZVPD basis

Element x y z (Å)
C1 1.1878 0.5337 -0.0174
C2 0.7224 -0.8472 -0.1691
C3 0.2601 1.5375 0.0570
C4 -0.5637 -0.9958 0.1231
N1 -1.3457 0.0352 0.2661
Cl1 -2.9263 0.0907 -0.1751
H1 2.2809 0.7093 -0.3177
H2 1.3324 -1.7203 -0.1714
H3 0.0443 2.5847 0.3113
H4 -0.9922 -1.9280 0.0932

Cartesian forces (eV/Å) of the 2 atoms listed first:
C -0.32 0.85 -1.86
C 1.91 1.39 1.28

E_HOMO (spin up / spin down)   -8.0 / -8.0 eV
Kohn-Sham gap (spin up / spin down)   7.7 / 7.7 eV
F_max   5.06 eV/A
E_LUMO (spin up / spin down)   -0.300 / -0.300 eV
DFT total energy   -18219.964 eV
Charge   0
Molecular weight   101.54 g mol⁻¹

Atomic partial charges in e from the Löwdin method, atoms 1 to 2: C -0.172; C -0.138



[14]
C4H4ClNO3S | the ωB97M-V functional and the def2-TZVPD basis

Element x y z (Å)
O1 4.8428 1.1932 1.1530
N1 3.9382 0.7031 0.5403
C1 2.9426 0.1914 0.1890
S1 1.9456 -1.0359 -0.7842
O2 2.0950 -2.3586 -0.2945
C2 0.3791 -0.3757 -0.0276
C3 -0.4693 0.5584 -0.7689
C4 -0.1646 2.0667 -0.9071
O3 -0.9143 2.9261 -1.3090
Cl1 1.5482 2.5123 -0.3654
H1 0.6791 0.1125 0.8874
H2 -0.1424 -1.3242 0.0506
H3 -1.4623 0.4123 -0.5156
H4 -0.4756 0.2706 -1.8533

Cartesian forces (eV/Å) of the 2 atoms listed first:
O 0.23 0.42 -0.52
N -1.00 -1.24 0.78

E_HOMO   -9.7 eV
Kohn-Sham gap   9.6 eV
F_max   4.27 eV/A
E_LUMO   -0.139 eV
DFT total energy   -35198.210 eV
Charge   0
Molecular weight   181.60 g mol⁻¹

Atomic partial charges in e from the Löwdin method, atoms 1 to 2: O 0.033; N -0.203



[15]
C4H4ClNOS | the ωB97M-V functional and the def2-TZVPD basis

Element x y z (Å)
S1 2.1929 1.0680 -1.0320
C1 1.3657 0.4271 0.4005
C2 0.0413 -0.1464 0.0879
O1 -0.0318 -1.3859 -0.4167
C3 -1.3994 -1.6577 -0.4565
N1 -2.1799 -0.7156 -0.0263
C4 -1.2499 0.2715 0.3622
Cl1 -1.6658 1.7276 1.0332
H1 1.3800 2.1715 -1.0200
H2 2.0032 -0.3692 0.8309
H3 1.1993 1.2101 1.2255
H4 -1.6556 -2.6010 -0.9886

Cartesian forces (eV/Å) of the 2 atoms listed first:
S -0.18 1.31 -0.40
C -0.49 0.03 2.11

E_HOMO   -8.9 eV
Kohn-Sham gap   9.5 eV
F_max   2.73 eV/A
E_LUMO   0.632 eV
DFT total energy   -31107.287 eV
Charge   0
Molecular weight   149.60 g mol⁻¹

Atomic partial charges in e from the Löwdin method, atoms 1 to 2: S 0.735; C -0.555



[16]
C4H4ClNS | the ωB97M-V functional and the def2-TZVPD basis

Element x y z (Å)
Cl1 2.0664 -1.2662 0.8231
C1 1.3709 0.2619 0.1390
C2 -0.0354 0.6537 0.6480
C3 -1.3834 0.2235 1.0296
N1 -2.2097 0.3441 -0.0170
S1 -1.3238 0.6081 -1.4466
C4 0.1923 0.0942 -0.6947
H1 2.1095 1.0126 0.1620
H2 0.3097 1.7496 0.9621
H3 -1.6596 0.1837 1.9933
H4 -0.1061 -0.9586 -0.5773

Cartesian forces (eV/Å) of the 2 atoms listed first:
Cl 0.12 0.52 -0.75
C -0.42 -2.43 2.08

E_HOMO   -9.0 eV
Kohn-Sham gap   9.4 eV
F_max   5.12 eV/A
E_LUMO   0.408 eV
DFT total energy   -29055.592 eV
Charge   0
Molecular weight   133.60 g mol⁻¹

Atomic partial charges in e from the Löwdin method, atoms 1 to 2: Cl 0.583; C -0.534



[17]
C4H4CsMgO2 | the ωB97M-V functional and the def2-TZVPD basis

Element x y z (Å)
H1 2.2497 0.0523 -0.3023
C1 -1.4518 0.1322 0.6127
C2 -0.6803 1.2908 1.2413
C3 0.0434 0.2025 0.5531
C4 0.9991 -0.2158 -0.2563
O1 0.8091 -1.1177 -1.2133
O2 -2.1711 0.2597 -0.5463
H2 -1.8565 -0.5823 1.3444
H3 -0.6798 1.3364 2.3339
H4 -0.7121 2.2610 0.7366
Mg1 -1.2162 -0.5793 -1.9288
Cs1 4.6664 -3.0398 -2.5750

Cartesian forces (eV/Å) of the 2 atoms listed first:
H -3.52 0.08 0.78
C 1.13 -0.44 0.39

E_HOMO   -9.8 eV
Kohn-Sham gap   5.5 eV
F_max   3.60 eV/A
E_LUMO   -4.288 eV
DFT total energy   -14292.243 eV
Charge   +1
Molecular weight   241.28 g mol⁻¹

Atomic partial charges in e from the Löwdin method, atoms 1 to 2: H 0.153; C -0.435



[18]
C4H4ErO2 | the ωB97M-V functional and the def2-TZVPD basis

Element x y z (Å)
H1 -2.4905 -1.1358 0.2872
O1 2.2153 0.6639 0.0399
C1 1.6379 -0.6131 0.0091
C2 0.1941 -0.5047 -0.1647
C3 -0.9928 -0.6570 -0.5032
H2 3.1623 0.5756 0.1846
H3 1.8115 -1.1807 0.9410
H4 2.0221 -1.2330 -0.8215
C4 -1.9240 -0.0537 0.3537
O2 -2.5918 0.9734 0.1710
Er1 -3.0440 3.1651 -0.4971

Cartesian forces (eV/Å) of the 2 atoms listed first:
H -0.15 1.30 3.02
O -1.10 -1.25 0.05

E_HOMO (spin up / spin down)   -22.6 / -20.4 eV
Kohn-Sham gap (spin up / spin down)   9.2 / 3.2 eV
F_max   7.17 eV/A
Expectation value of S²   3.766
2S+1   4
E_LUMO (spin up / spin down)   -13.416 / -17.127 eV
DFT total energy   -35887.167 eV
Charge   +3
Molecular weight   251.33 g mol⁻¹

Atomic partial charges in e from the Löwdin method, atoms 1 to 2: H 0.271; O 0.216



[19]
C4H4F2 | the ωB97M-V functional and the def2-TZVPD basis

Element x y z (Å)
C1 0.8931 -0.5470 0.0074
C2 1.6538 0.6164 -0.2483
C3 -0.6678 -0.5543 0.1491
C4 -1.6221 0.4998 0.1244
H1 2.6806 0.4563 -0.1743
H2 1.1203 1.4717 -0.4992
H3 -2.7431 0.1832 -0.3525
H4 -1.4616 1.5508 1.0125
F1 1.2409 -1.8281 0.2657
F2 -1.0940 -1.8488 -0.2848

Cartesian forces (eV/Å) of the 2 atoms listed first:
C -1.93 2.70 0.78
C -2.65 -6.12 1.33

E_HOMO   -9.4 eV
Kohn-Sham gap   9.3 eV
F_max   6.80 eV/A
E_LUMO   -0.109 eV
DFT total energy   -9643.369 eV
Charge   0
Molecular weight   90.07 g mol⁻¹

Atomic partial charges in e from the Löwdin method, atoms 1 to 2: C -0.247; C 0.117



[20]
C4H4F2O | the ωB97M-V functional and the def2-TZVPD basis

Element x y z (Å)
C1 -1.2100 1.2823 -0.4098
C2 -0.0649 0.6984 -0.6488
C3 0.8064 -0.2207 0.2501
F1 2.0899 -0.0071 0.0072
F2 0.5870 0.2509 1.5341
C4 0.3036 -1.7128 0.3499
O1 0.7489 -2.5948 -0.3348
H1 -1.6587 2.0135 -0.9623
H2 -1.6148 1.1392 0.5973
H3 0.3994 0.9144 -1.5763
H4 -0.3867 -1.7633 1.1935

Cartesian forces (eV/Å) of the 2 atoms listed first:
C 0.56 -1.60 3.71
C 1.39 -0.91 -0.69

E_HOMO   -10.5 eV
Kohn-Sham gap   10.8 eV
F_max   4.08 eV/A
E_LUMO   0.289 eV
DFT total energy   -11693.558 eV
Charge   0
Molecular weight   106.07 g mol⁻¹

Atomic partial charges in e from the Löwdin method, atoms 1 to 2: C 0.049; C -0.057